94
Properties=species:S:1:pos:R:3:forces:R:3 method="wB97M-V/def2-TZVPD" relative_energy_ev=0.000 e_homo_ev="-3.3999 / -4.0389" gap_ev="5.939 / 6.125" e_tot_ev=-105935.496 multiplicity=3 total_charge=-1
H -3.98462 4.93097 3.04608 0.007 0.003 -0.004
H 0.12326 -0.15126 -2.50638 -0.013 -0.002 -0.017
H -0.65910 -4.89218 0.12155 -0.009 -0.007 0.018
H -0.55537 -3.12705 0.30011 0.008 -0.001 -0.017
N 0.19727 1.61187 -0.17156 -0.160 -0.364 0.061
H -0.59216 3.93354 0.85331 0.002 0.007 -0.012
H 0.01156 -4.17217 1.59239 -0.005 0.000 0.000
H 1.49694 3.04126 1.73808 -0.013 0.001 0.002
H 0.99784 -5.31885 -2.32692 0.004 -0.001 -0.007
H -0.93787 1.15507 3.89430 -0.002 -0.012 -0.005
C -0.04535 -4.06976 0.50595 -0.006 -0.070 -0.034
C 1.98576 2.11356 1.42467 0.014 -0.006 -0.089
H 3.19925 -1.37017 -2.93205 0.009 -0.020 0.009
H 2.66417 -5.53785 1.56938 -0.014 -0.010 0.003
H 4.98772 1.79087 0.33819 0.015 -0.014 0.007
Si -2.28145 -0.71488 -2.85218 0.005 0.023 -0.062
C -6.57855 2.19162 -1.32241 -0.002 0.028 0.023
H -5.25127 3.97971 2.26685 -0.026 0.004 -0.013
H 2.59385 1.73490 2.24234 0.033 -0.032 0.067
C 3.79934 -0.14421 3.68048 -0.041 -0.049 -0.039
H 4.56296 0.37418 3.09718 0.017 0.001 -0.014
C 4.25795 -2.85965 2.46490 -0.019 -0.001 0.025
C -3.20331 -2.33618 -2.55797 0.030 0.043 -0.032
N -3.12836 2.43313 0.10929 0.149 0.040 0.197
H 4.03373 2.33406 -1.04628 -0.007 -0.001 -0.023
H -0.28754 -1.66288 -1.70547 -0.016 0.002 0.003
H 0.85023 2.53365 -1.71342 -0.002 0.012 -0.020
Si 1.67312 -4.13015 -0.25283 0.042 0.188 0.067
H 0.21634 2.40167 3.35691 -0.017 0.011 0.002
H -3.51759 0.13089 -4.88329 -0.023 -0.004 0.003
C -4.02862 1.04124 -1.64150 -0.054 -0.047 0.060
C 5.44433 -1.36905 -0.61527 -0.001 0.026 -0.017
H 5.91417 -1.18220 0.35103 0.020 -0.001 0.044
H 0.97677 -3.56738 -2.57617 -0.005 0.010 0.003
H -3.21306 -2.55610 -1.48750 0.018 0.000 0.008
C -1.34930 4.27877 1.55919 -0.018 0.007 -0.025
O -1.13253 -0.76779 0.63808 -0.119 0.291 0.159
H 3.96763 -3.58536 1.70387 0.009 0.026 0.023
H 2.51250 -4.43827 -2.59334 0.014 -0.015 0.005
H 2.02954 -6.54811 0.26528 0.004 0.002 -0.005
H -0.07309 -1.62681 -3.46452 -0.004 -0.013 0.002
H -4.53886 5.26659 -0.64105 -0.001 -0.010 0.011
Si 2.96301 -1.50544 2.66605 0.031 0.008 0.010
Si 4.03741 -0.15604 -0.93518 0.006 -0.032 -0.046
C -4.23682 2.05704 -0.66183 -0.024 -0.012 -0.015
H -7.55590 2.63993 -1.18839 0.002 0.001 0.001
H 5.22728 -2.44842 2.18399 0.040 0.024 -0.020
H 0.61379 -1.66788 3.55288 0.017 0.016 0.013
H -2.26818 -1.04100 -5.32436 0.005 -0.003 0.002
N -1.05797 -0.11421 1.85807 0.245 -0.208 0.296
C -3.54867 5.37451 -0.19756 0.016 -0.027 0.032
C -5.11825 0.63431 -2.41465 0.004 0.025 -0.025
C 4.73991 1.57748 -0.70281 -0.025 -0.040 0.005
H -4.97888 -0.14632 -3.15132 0.002 -0.015 -0.012
C -0.46084 -1.06937 -2.60615 -0.007 0.015 0.004
C -4.18339 4.01428 2.48250 0.048 0.009 -0.045
C 2.58070 -5.62584 0.48427 -0.046 -0.021 -0.035
O 1.07906 1.68750 -1.31624 -0.051 0.091 0.016
C 1.54566 -2.22297 3.68136 -0.001 0.032 -0.011
Sb 1.96375 -0.88386 0.38431 -0.065 -0.118 0.021
H 4.31809 -0.07934 -3.41183 0.002 0.000 -0.002
C -5.51307 2.60098 -0.52534 -0.030 -0.036 -0.029
C 3.50678 -0.34245 -2.72663 0.023 0.023 0.015
H -3.51715 6.32207 0.34810 -0.005 -0.001 0.000
H 0.80154 0.84355 3.92123 0.007 0.017 -0.009
Ti -1.69558 0.96217 -0.04317 -0.166 0.407 -1.001
H 5.65421 1.66936 -1.29765 -0.003 -0.009 -0.002
H -1.22201 5.35473 1.70992 -0.002 -0.002 0.014
H -1.16928 3.79130 2.51808 0.006 -0.025 0.023
C -2.50534 -0.20632 -4.65831 0.014 -0.003 0.053
H -7.19754 0.86311 -2.89161 0.004 0.001 0.002
C 0.94679 1.10937 0.93287 -0.144 0.196 0.145
H 1.79917 -2.23588 4.74562 0.004 -0.021 -0.001
C 1.53193 -4.38542 -2.11661 0.008 0.011 0.033
C -0.00352 1.33729 3.36756 0.084 -0.019 0.008
H -2.69047 -3.15933 -3.06471 -0.002 0.004 -0.010
H -2.82693 5.43271 -1.01615 0.010 0.002 -0.003
H 4.28732 -0.59948 4.54823 -0.005 -0.010 -0.008
H 5.09650 -2.40358 -0.62624 -0.019 -0.008 -0.003
H 1.35097 -3.25162 3.36829 0.003 0.005 -0.009
H 2.64588 2.35614 0.59684 -0.004 -0.006 0.010
N -2.74097 0.52580 -1.74746 0.171 -0.159 0.155
H -4.23727 -2.31899 -2.90592 -0.012 0.008 0.003
H 6.21035 -1.25634 -1.38842 0.009 -0.002 -0.009
H -1.82523 0.61587 -4.89492 0.011 0.001 0.004
H 3.09711 0.60309 4.05024 -0.022 0.009 0.012
Si -3.09086 3.94144 0.93990 -0.040 -0.009 -0.021
H 3.58892 -5.73081 0.07928 0.011 0.001 -0.013
H 4.37894 -3.38995 3.41475 0.008 0.003 0.013
C -0.09159 0.75042 1.98553 0.076 -0.169 0.097
H -3.95183 3.16543 3.13104 0.010 -0.008 0.005
H -5.68745 3.35580 0.23000 -0.001 0.016 0.021
H 2.65046 0.30226 -2.92830 -0.016 0.020 -0.013
C -6.37879 1.20371 -2.26843 -0.007 -0.030 -0.033

***

75
Properties=species:S:1:pos:R:3:forces:R:3 method="wB97M-V/def2-TZVPD" relative_energy_ev=1.026 e_homo_ev=-11.0659 gap_ev=6.139 e_tot_ev=-140842.465 total_charge=+1
H -4.69602 0.73593 1.43761 0.008 0.006 0.014
H 1.22346 6.80017 0.13862 0.003 0.016 0.006
P -1.56178 0.93639 -0.85094 -0.403 -0.046 -0.128
H 0.43254 4.47877 4.19516 -0.008 0.026 0.021
C -0.93296 2.69275 -0.70128 -0.152 -0.334 0.025
H 1.35187 1.39134 2.52778 0.052 -0.018 -0.036
H 2.00959 0.89955 -4.75256 0.005 0.000 -0.009
H 0.06448 5.45517 2.76991 -0.007 -0.017 0.007
C -0.17247 4.47123 -1.91406 -0.056 -0.184 -0.039
H 1.15611 1.28389 -2.45590 0.030 0.000 -0.012
C 0.05018 -2.89855 -1.74246 -0.087 -0.152 0.065
C -3.77942 -0.74812 -0.48734 0.072 0.104 0.012
C -2.54520 4.68479 2.46299 0.056 0.009 -0.033
N 0.58173 -0.68258 -2.18454 0.494 0.337 0.071
H -3.50403 2.02249 1.52880 0.016 0.142 0.024
O 3.93807 1.13832 1.26367 -0.129 -0.013 0.436
H 1.59004 3.15883 2.49009 -0.035 -0.015 -0.045
H -2.81462 2.55038 4.18489 -0.007 0.006 -0.006
C -1.99400 0.86584 -2.63695 0.132 -0.048 0.048
C -1.43216 3.92725 3.19252 -0.187 -0.033 0.068
C -0.87385 -2.69922 1.50902 0.046 -0.050 -0.185
H -2.29474 1.85305 -2.97329 -0.013 -0.006 0.046
H -3.67863 -1.03846 -1.52997 0.026 -0.006 -0.062
Se 2.92345 0.30036 0.39013 -0.236 -0.112 -0.949
H 0.89617 -3.23175 -4.34206 -0.015 -0.010 -0.005
H -2.81453 0.17128 -2.76798 -0.027 -0.091 0.001
C 1.11204 0.31045 -2.92295 -0.020 0.006 -0.050
H -2.93899 5.45750 3.12690 0.008 0.006 0.018
C -0.37144 4.94007 3.62333 0.089 -0.006 0.015
H 0.78159 6.83730 -4.13487 0.005 -0.001 -0.014
H -2.44770 4.01954 5.09895 -0.001 0.005 0.013
S -0.96987 -0.94684 1.60899 -0.276 -0.196 0.303
C 1.48940 -1.19698 -4.73616 0.011 -0.043 -0.005
H -4.32003 1.44531 -2.02684 -0.017 -0.014 -0.037
C 0.95922 -2.21855 -3.97270 -0.020 0.062 0.013
H -0.84355 5.68260 4.27174 -0.017 0.010 -0.005
H 0.85444 2.35698 3.89183 0.015 0.010 -0.010
C 0.01870 5.11220 -3.15693 0.037 0.080 -0.002
C -3.33777 0.69547 -0.18567 -0.006 0.091 -0.120
H -4.83845 -0.82767 -0.23615 -0.009 -0.002 0.003
O 1.42324 1.18384 -0.00170 0.053 -0.048 -0.574
H -0.04920 -3.95498 -1.95069 -0.012 0.004 0.024
H -3.24150 -1.46903 0.12322 0.049 -0.058 0.055
C 0.26043 5.08627 -0.72628 0.062 0.127 0.029
N -1.24976 -3.40379 2.57693 0.040 -0.062 -0.020
C -3.64008 0.97474 1.28833 0.019 0.072 -0.042
C -2.02288 3.25724 4.44214 -0.002 0.023 -0.014
N 0.08454 4.48163 0.47547 0.089 0.081 -0.009
H 1.55805 7.91679 -2.05280 0.001 0.013 0.001
P -0.77596 2.49577 2.14997 0.072 0.257 0.054
N -0.75947 3.24390 -1.86848 0.099 0.244 -0.021
H 1.84974 -1.39470 -5.73601 -0.001 -0.002 -0.011
H -3.84453 2.71324 -0.88747 0.013 0.002 0.003
C 0.92809 2.35243 2.80261 0.024 -0.087 0.135
O 3.37032 -0.27957 -1.03852 0.333 0.156 0.036
C 1.57522 0.08095 -4.19836 -0.024 0.069 0.034
H -5.20965 1.66241 -0.53271 -0.011 0.034 -0.032
O 1.92743 -0.89754 1.07741 0.106 -0.460 -0.077
C -4.21242 1.68858 -0.97551 -0.120 0.011 0.088
H -1.23415 -4.40982 2.53284 -0.012 0.004 -0.014
C -0.50221 3.31984 0.51935 -0.019 -0.268 -0.132
Os 0.31083 -0.42722 -0.17197 -0.299 0.290 0.790
H -1.18674 0.53232 -3.27218 0.124 0.095 -0.012
H -1.26192 2.72251 5.01437 0.019 -0.021 -0.003
C 1.07225 6.95229 -1.99718 0.006 0.000 0.016
C 0.53116 -1.93360 -2.68430 -0.011 -0.031 -0.140
H -3.38514 4.04834 2.19356 -0.079 -0.142 -0.071
H -3.05621 0.39255 1.98471 0.020 -0.047 0.057
H -0.33178 4.61972 -4.05377 -0.002 -0.009 -0.016
C 0.63134 6.33193 -3.19075 -0.033 -0.028 0.006
H -1.41420 -2.96021 3.46270 0.027 0.013 -0.007
H -2.17741 5.18205 1.56466 -0.018 -0.004 0.025
N -0.21438 -2.42233 -0.57673 0.079 0.120 0.229
N -0.58093 -3.30755 0.38940 0.016 0.142 0.187
C 0.89268 6.34847 -0.78643 0.013 -0.011 -0.027